Formula: C2H3N2OP
Source: the OMol25 dataset
Level of theory: wB97M-V/def2-TZVPD

Each line ends with the natural charge from an NBO analysis.
Positions of all 9 atoms, in Å:
C1 -0.14 1.11 -0.02  -0.24
C2 1.16 0.42 -0.08  0.29
N1 -1.21 0.48 -0.28  -0.09
N2 -1.39 -0.73 -0.27  -0.42
O1 2.20 0.96 0.03  -0.52
P1 0.93 -1.52 -0.05  0.37
H1 -0.41 2.12 -0.05  0.23
H2 -2.18 -1.13 -0.70  0.38
H3 1.04 -1.72 1.42  0.00

As for the energy above the lowest of the compared OMol25 structures with the same formula, charge and spin: 351.7 kJ/mol. As for the maximum force: 0.1027 hartree/bohr.